Below is an isolated molecule of C2H5NO2 at a distorted geometry, with properties calculated with ωB97M-V/def2-TZVPD.

Output
F_max = 1.48 eV/Å
energy = -284.35794 Ha
Kohn-Sham gap = 9.37 eV
relative energy (zero: lowest compared OMol25 entry of this formula, charge and spin) = 2.978 eV

Last column: Löwdin charge in e.
Positions of all 10 atoms, in Å:
O -1.19078 1.11532 0.14960  -0.036
O -0.05922 -1.03204 -0.07408  -0.105
N 1.87488 -0.02168 0.08199  0.094
C -1.25799 -0.22142 -0.27005  -0.289
C 0.82994 -0.21625 -0.69939  -0.205
H -1.97829 -0.76233 0.32989  0.123
H 2.08085 -0.53963 0.93148  0.109
H 2.49957 0.70880 -0.21503  0.091
H -1.47275 -0.18741 -1.34019  0.122
H -1.32621 1.15665 1.10578  0.097

Cartesian forces (eV/Å) of the 6 atoms listed first:
O 0.19 -0.42 0.34
O -0.36 1.43 0.03
N 0.26 -0.07 -0.44
C -0.69 -0.70 0.00
C 0.92 0.22 0.03
H -0.46 -0.13 -0.17

Below is a 2-piece molecular cluster, C2H5NO2 overall at a distorted geometry, with properties calculated with ωB97M-V/def2-TZVPD.

Output
SMILES = C=CO.N=O
F_max = 4.42 eV/Å
energy = -284.27058 Ha
Kohn-Sham gap = 8.56 eV
relative energy (zero: lowest compared OMol25 entry of this formula, charge and spin) = 5.355 eV

Last column: Löwdin charge in e.
Positions of all 10 atoms, in Å:
O 1.12344 0.99716 0.70101  -0.076
O -0.21011 -2.38521 0.59517  -0.094
N -0.43329 -1.21823 1.00947  0.018
C 0.53398 0.38664 -0.37087  -0.344
C -0.60548 0.95724 -0.86212  0.000
H -0.93551 0.71179 -1.89201  0.066
H 1.79728 0.35712 1.20863  0.172
H -0.86471 1.91268 -0.55611  0.031
H -1.46578 -1.10043 0.87706  0.079
H 1.06017 -0.61875 -0.71023  0.148

Cartesian forces (eV/Å) of the 6 atoms listed first:
O 2.44 -1.88 1.31
O -0.29 3.05 1.21
N -0.33 -4.31 -0.94
C 0.17 -0.88 -0.15
C 2.28 -2.17 -2.05
H 0.05 -0.33 0.99

Below is an isolated ion of composition C2H5NO2P and charge -1 at a distorted geometry, with properties calculated with ωB97M-V/def2-TZVPD.

Output
SMILES = CNPC(=O)[O-]
total charge = -1
F_max = 3.59 eV/Å
energy = -625.80903 Ha
Kohn-Sham gap = 7.46 eV
relative energy (zero: lowest compared OMol25 entry of this formula, charge and spin) = 2.385 eV

Last column: Löwdin charge in e.
Positions of all 11 atoms, in Å:
P -0.63933 1.05661 0.26629  0.758
O -3.30866 0.33955 -0.28080  -0.093
O -1.88923 -1.30495 0.23553  -0.102
N 0.48593 -0.12807 -0.31789  -0.457
C -2.25549 -0.17409 0.01656  -0.945
C 1.87459 -0.18589 0.29041  -0.201
H -0.16462 -0.90698 -0.17332  -0.013
H 2.23376 -0.89304 -0.39174  0.030
H 1.76090 -0.44771 1.35933  0.055
H -0.45438 1.85682 -1.20893  -0.076
H 2.35653 0.78777 0.20457  0.044

Cartesian forces (eV/Å) of the 6 atoms listed first:
P 0.48 1.44 -2.91
O -1.20 0.63 -0.15
O 0.49 -2.37 0.48
N 0.12 1.02 0.82
C 0.99 2.20 -0.40
C -3.53 0.56 0.34

Below is a 2-piece molecular cluster, C2H5NO2P overall at a distorted geometry, with properties calculated with ωB97M-V/def2-TZVPD.

Output
total charge = -1
F_max = 2.10 eV/Å
energy = -625.86975 Ha
Kohn-Sham gap = 8.11 eV
relative energy (zero: lowest compared OMol25 entry of this formula, charge and spin) = 0.733 eV

Last column: Löwdin charge in e.
Positions of all 11 atoms, in Å:
P -1.65238 -0.09767 -2.65848  0.180
O -1.03159 -0.48525 -3.91259  -0.406
O -3.07707 -0.39731 -2.42176  -0.429
N -0.77134 0.54743 -1.55208  -0.254
C 1.68693 -0.05137 1.37193  -0.093
C 0.87534 0.12257 2.40917  -0.097
H -1.23833 0.45283 -0.65511  -0.072
H 0.85703 1.07385 2.90896  0.034
H 2.42248 0.65373 0.95613  0.053
H 0.43636 -0.81540 2.68952  0.036
H 1.49257 -1.00341 0.86430  0.048

Cartesian forces (eV/Å) of the 6 atoms listed first:
P -0.47 -0.20 1.22
O 0.94 -0.16 -1.87
O -0.97 -0.09 0.20
N 0.68 0.08 0.54
C -0.28 -0.40 -0.53
C 1.52 0.04 -0.80

Below is an isolated molecule of C2H5NO2S at a distorted geometry, with properties calculated with ωB97M-V/def2-TZVPD.

Output
F_max = 2.85 eV/Å
energy = -682.55228 Ha
Kohn-Sham gap = 9.76 eV
relative energy (zero: lowest compared OMol25 entry of this formula, charge and spin) = 2.376 eV

Last column: Löwdin charge in e.
Positions of all 11 atoms, in Å:
S -0.73180 -0.94166 0.13840  0.875
O -1.71044 -0.23679 0.98480  -0.512
O 2.11892 -0.32595 1.73825  0.020
N -1.36667 -0.76035 -1.38771  -0.272
C 1.25238 0.41852 1.29814  -0.408
C 0.71749 0.46305 -0.07110  -0.233
H 0.58941 1.04986 1.99510  0.131
H 1.55671 0.04704 -0.63681  0.090
H 0.20138 1.46006 -0.26415  0.116
H -0.96611 -1.42174 -2.11861  0.082
H -1.66127 0.24795 -1.67631  0.111

Cartesian forces (eV/Å) of the 6 atoms listed first:
S 0.12 2.66 -0.99
O 0.53 -0.54 0.16
O -0.94 1.09 -1.02
N -0.01 0.28 -1.77
C -0.70 0.17 2.55
C -0.32 -0.87 0.88

Below is C2H5NO2S2 as an isolated structure at a distorted geometry, with properties calculated with ωB97M-V/def2-TZVPD.

Output
F_max = 6.05 eV/Å
energy = -1080.74319 Ha
Kohn-Sham gap = 9.25 eV
relative energy (zero: lowest compared OMol25 entry of this formula, charge and spin) = 2.005 eV

Last column: Löwdin charge in e.
Positions of all 12 atoms, in Å:
S 1.18020 1.91411 0.48506  0.694
S 0.17891 0.23623 -1.91700  0.721
O -2.04823 -0.40954 -0.29716  0.127
O -1.53139 0.86513 1.50609  0.100
N 1.07104 -0.95754 0.25564  -0.105
C 0.53785 0.31941 -0.09646  -1.077
C -1.38765 0.24710 0.52799  -0.526
H 0.55729 -1.12237 -2.07548  -0.054
H 2.17874 -1.01341 0.30505  0.140
H 0.16303 1.84648 1.43946  -0.101
H 0.56103 -1.51310 0.96673  0.092
H -1.46083 -0.41251 -1.09993  -0.010

Cartesian forces (eV/Å) of the 6 atoms listed first:
S -1.09 -1.16 0.49
S 1.04 -1.02 -0.54
O -2.23 -1.11 -0.46
O -1.60 0.40 1.84
N 2.83 -0.42 0.89
C -3.20 -1.03 -0.21

Below is an isolated molecule of C2H5NO3 at a distorted geometry, with properties calculated with ωB97M-V/def2-TZVPD.

Output
SMILES = O=C(CO)NO
F_max = 8.33 eV/Å
energy = -359.55877 Ha
Kohn-Sham gap = 10.34 eV
relative energy (zero: lowest compared OMol25 entry of this formula, charge and spin) = 4.097 eV

Last column: Löwdin charge in e.
Positions of all 11 atoms, in Å:
O 0.19618 1.46399 0.07528  0.084
O 2.49607 0.21724 0.20249  -0.057
O -2.32350 0.40686 0.00896  -0.040
N 1.26532 -0.35192 -0.10068  -0.076
C -1.20327 -0.59809 0.15001  -0.068
C 0.09872 0.27882 0.12450  -0.505
H 1.56467 -1.35503 -0.30634  0.188
H 2.21117 1.11904 -0.37668  0.198
H -2.02507 1.22600 -0.10895  -0.019
H -0.95856 -1.19777 -0.81360  0.140
H -1.32173 -1.20913 1.14500  0.155

Cartesian forces (eV/Å) of the 6 atoms listed first:
O -1.26 3.11 0.70
O -1.92 5.00 -2.98
O -0.92 -8.22 0.96
N 1.82 -5.89 0.08
C 0.25 2.32 -0.25
C 0.44 -2.34 -0.39

Below is a 2-piece molecular cluster, C2H5NO3 overall at a distorted geometry, with properties calculated with ωB97M-V/def2-TZVPD.

Output
F_max = 3.98 eV/Å
energy = -359.45560 Ha
Kohn-Sham gap (alpha / beta) = 6.74 / 10.34 eV
relative energy (zero: lowest compared OMol25 entry of this formula, charge and spin) = 6.904 eV

Last column: Löwdin charge in e.
Positions of all 11 atoms, in Å:
O -1.98792 1.16949 0.63228  -0.066
O -1.44347 -0.81520 -0.47582  -0.076
O 1.93548 1.72414 0.11523  0.127
N -1.51145 0.55826 -0.60889  -0.019
C 1.44970 0.72142 -0.18043  -0.237
C 1.58308 -0.69107 0.08969  -0.074
H 2.54019 -0.95887 0.48219  0.076
H 1.59857 -1.22553 -0.82150  0.071
H -2.36420 -1.07145 -0.37304  0.088
H 0.88242 -1.16546 0.70789  0.064
H -2.68240 1.75427 0.43241  0.045

Cartesian forces (eV/Å) of the 6 atoms listed first:
O 2.15 -3.35 -0.18
O -0.07 1.23 0.51
O 1.41 1.53 0.81
N -0.17 1.17 0.42
C -2.55 -0.56 -0.99
C 1.89 -0.71 -0.09

Below is an isolated molecule of C2H5NOS at a distorted geometry, with properties calculated with ωB97M-V/def2-TZVPD.

Output
SMILES = CSC(N)=O
F_max = 4.07 eV/Å
energy = -607.37096 Ha
Kohn-Sham gap = 9.87 eV
relative energy (zero: lowest compared OMol25 entry of this formula, charge and spin) = 0.976 eV

Last column: Löwdin charge in e.
Positions of all 10 atoms, in Å:
S -0.62639 0.55662 0.77809  0.786
O 1.00845 -0.94035 -0.84288  -0.024
N -0.59238 0.20115 -1.88431  0.080
C 0.73259 -0.21763 1.81474  -0.412
C 0.07222 -0.17360 -0.78958  -0.866
H -1.38288 0.79359 -1.92019  0.075
H 0.66083 0.43565 2.76983  0.036
H 0.29954 -1.23858 2.19424  0.051
H -0.00831 -0.09250 -2.76163  0.172
H 1.70332 -0.34181 1.05048  0.102

Cartesian forces (eV/Å) of the 6 atoms listed first:
S 1.79 -1.23 -0.69
O 0.03 0.43 0.35
N 2.37 -1.33 -3.03
C -0.76 -0.74 0.28
C -0.71 0.07 1.18
H -0.43 0.55 -0.01

Below is a 2-piece molecular cluster, C2H5NP2 overall at a distorted geometry, with properties calculated with ωB97M-V/def2-TZVPD.

Output
F_max = 5.37 eV/Å
energy = -816.46069 Ha
Kohn-Sham gap (alpha / beta) = 6.44 / 6.44 eV
relative energy (zero: lowest compared OMol25 entry of this formula, charge and spin) = 4.559 eV

Last column: Löwdin charge in e.
Positions of all 10 atoms, in Å:
P -2.33561 0.82214 -0.56604  0.891
P 1.34746 1.80650 -0.36948  0.596
N -1.78645 -0.55247 -0.88756  -0.519
C 0.03811 2.34954 0.31748  -0.656
C -0.66863 -1.39542 -0.67993  -0.261
H -0.45869 3.30203 0.67531  -0.059
H 0.32491 -1.10273 -0.92298  0.017
H -0.83874 -2.18362 -1.53210  0.099
H 2.20427 2.84757 -0.27699  -0.208
H -0.56563 -1.93005 0.31346  0.101

Cartesian forces (eV/Å) of the 6 atoms listed first:
P 2.15 0.53 0.40
P 1.00 -2.52 -1.25
N -0.28 1.30 1.24
C -5.17 1.31 0.64
C -0.36 -3.92 -1.88
H 1.15 -1.26 -0.28

Below is a 2-piece molecular cluster, C2H5NS overall at a distorted geometry, with properties calculated with ωB97M-V/def2-TZVPD.

Output
F_max = 4.10 eV/Å
energy = -532.02170 Ha
Kohn-Sham gap = 9.16 eV
relative energy (zero: lowest compared OMol25 entry of this formula, charge and spin) = 3.289 eV

Last column: Löwdin charge in e.
Positions of all 9 atoms, in Å:
S -0.40198 1.19882 -0.06272  0.843
N -2.32379 -0.61412 0.04772  0.022
C 1.35720 0.78954 0.09110  -0.409
C -1.14470 -0.32034 -0.05742  -0.701
H 1.76347 1.34121 0.93452  0.028
H 1.41777 -0.28749 0.25224  -0.024
H 0.14707 -1.62930 -0.36861  0.146
H -2.69540 -1.54576 -0.01459  0.063
H 1.88036 1.06744 -0.82224  0.032

Cartesian forces (eV/Å) of the 6 atoms listed first:
S 0.64 0.91 0.07
N -0.52 0.56 0.15
C -0.21 0.10 -0.13
C 1.94 -3.55 -0.67
H 0.01 -0.07 0.04
H 0.07 0.08 0.00

Below is an isolated molecule of C2H5NS at a distorted geometry, with properties calculated with ωB97M-V/def2-TZVPD.

Output
F_max = 4.35 eV/Å
energy = -531.99358 Ha
Kohn-Sham gap (alpha / beta) = 8.23 / 8.20 eV
relative energy (zero: lowest compared OMol25 entry of this formula, charge and spin) = 4.054 eV

Last column: Löwdin charge in e.
Positions of all 9 atoms, in Å:
S -1.88281 0.20830 -0.18698  0.722
N -0.59157 -0.38456 0.60633  -0.444
C 0.43286 -0.73208 -0.34896  -0.423
C 1.13888 0.53316 -0.07827  0.041
H -2.52952 0.55936 0.98957  -0.102
H 0.01695 -0.72819 -1.37214  0.087
H 1.49634 0.61506 0.90222  0.047
H 0.92698 1.39289 -0.53163  0.014
H 0.99187 -1.46394 0.01984  0.058

Cartesian forces (eV/Å) of the 6 atoms listed first:
S -1.96 0.73 0.98
N 1.57 0.23 0.05
C -2.00 3.33 -1.75
C -0.44 -2.87 1.79
H 0.21 -0.05 -1.15
H 0.69 -0.89 0.19